1.
Density functional theory data (ωB97M-V/def2-TZVPD) for 8 unconnected molecules or ions with the total composition C18H52NO8 in a non-equilibrium geometry.

Results
Electronic energy (a.u.): -1373.2618
Net charge: +1

Geometry (Å):
1 O -0.00068 2.56708 3.45545
2 C 0.86447 2.88107 2.30752
3 C 0.26598 3.89706 1.11825
4 C 1.72823 4.08477 0.32467
5 C 2.11117 2.45545 0.29726
6 N 1.32512 1.72286 1.39667
7 H 0.38857 3.11017 4.22700
8 H 1.87554 3.41588 2.64816
9 H -0.38173 3.31724 0.32531
10 H -0.13064 4.94726 1.44552
11 H 1.48464 4.60788 -0.69449
12 H 2.54758 4.64970 0.96920
13 H 3.21141 2.46026 0.74469
14 H 2.22012 1.94301 -0.74913
15 H 0.47276 1.34083 0.91943
16 H 1.84716 1.13543 2.07985
17 C 3.80043 -0.03691 -2.92663
18 C 4.85293 -0.44803 -1.91806
19 O 4.70350 0.30813 -0.72555
20 H 3.88413 1.03032 -3.15687
21 H 3.90473 -0.60752 -3.85383
22 H 2.79481 -0.19796 -2.52464
23 H 5.85586 -0.26493 -2.31507
24 H 4.76756 -1.51107 -1.67289
25 H 3.81292 0.13205 -0.37643
26 C -0.88426 -0.75031 -4.59048
27 C 0.16824 -1.16143 -3.58190
28 O 0.01881 -0.40527 -2.38939
29 H -0.80057 0.31692 -4.82072
30 H -0.77996 -1.32092 -5.51767
31 H -1.88988 -0.91135 -4.18849
32 H 1.17116 -0.97833 -3.97892
33 H 0.08287 -2.22447 -3.33674
34 H -0.87177 -0.58135 -2.04028
35 C 1.64472 -5.51411 -2.97845
36 C 0.65681 -5.08222 -4.04217
37 O 1.33162 -4.37595 -5.07271
38 H 2.15599 -4.64464 -2.55230
39 H 1.13956 -6.05618 -2.17400
40 H 2.41815 -6.15967 -3.40725
41 H -0.10142 -4.41973 -3.61415
42 H 0.15084 -5.94697 -4.48221
43 H 1.99691 -4.97559 -5.45195
44 C -5.72104 -3.11564 -2.85967
45 C -4.54657 -2.63632 -3.68726
46 O -3.47185 -2.26714 -2.83587
47 H -6.05219 -2.33134 -2.17106
48 H -6.56005 -3.39984 -3.50111
49 H -5.43732 -3.97787 -2.24742
50 H -4.82811 -1.76138 -4.28075
51 H -4.20138 -3.41940 -4.36922
52 H -3.22377 -3.05305 -2.31933
53 C -0.43129 2.63972 7.51054
54 C 0.52749 1.46959 7.58505
55 O 0.07880 0.42036 6.74008
56 H -1.43807 2.33211 7.81180
57 H -0.10207 3.45571 8.16011
58 H -0.50651 3.01420 6.48443
59 H 0.58287 1.08451 8.60762
60 H 1.53354 1.76603 7.27294
61 H 0.04114 0.77002 5.83325
62 C -3.95779 4.91909 3.22284
63 C -2.78332 5.39840 2.39525
64 O -1.70860 5.76758 3.24664
65 H -4.28894 5.70339 3.91146
66 H -4.79680 4.63488 2.58140
67 H -3.67407 4.05685 3.83510
68 H -3.06486 6.27334 1.80177
69 H -2.43813 4.61533 1.71330
70 H -1.46052 4.98167 3.76319
71 C 0.24823 -3.28402 1.08949
72 C 1.19814 -3.51177 -0.06801
73 O 0.64057 -2.98648 -1.26357
74 H -0.71734 -3.76229 0.89477
75 H 0.66135 -3.68751 2.01830
76 H 0.05249 -2.21538 1.22551
77 H 1.37366 -4.58171 -0.21442
78 H 2.16157 -3.02564 0.11341
79 H 0.49636 -2.03445 -1.12620

=====

2.
Density functional theory data (ωB97M-V/def2-TZVPD) for 12 unconnected molecules or ions with the total composition C18H52O16 in a non-equilibrium geometry.

Results
Electronic energy (a.u.): -1920.7374
SMILES: C[C@H]1COC(=O)O1.C[C@H]1COC(=O)O1.CO.CO.CO.CO.CO.CO.CO.CO.CO.CO

Geometry (Å):
1 C 14.28615 -19.44997 9.61146
2 C 13.07935 -18.55198 9.47150
3 C 13.25964 -17.10231 9.93538
4 O 12.85234 -16.30994 8.81893
5 C 12.63998 -17.09389 7.76950
6 O 12.33545 -16.69194 6.67450
7 O 12.77796 -18.38740 8.06962
8 H 14.02215 -20.43456 9.21820
9 H 14.56736 -19.65048 10.64557
10 H 15.13296 -19.07149 9.04015
11 H 12.19724 -19.01788 9.91246
12 H 14.29987 -16.88028 10.17549
13 H 12.64587 -16.88744 10.80730
14 C 16.28832 -14.24402 6.12694
15 C 15.68410 -15.34912 6.96838
16 C 16.69055 -16.47506 7.28826
17 O 16.92010 -16.35460 8.68911
18 C 16.19994 -15.33100 9.20573
19 O 16.22045 -14.99596 10.34996
20 O 15.42279 -14.78510 8.24674
21 H 16.64654 -14.66755 5.18516
22 H 17.19006 -13.79822 6.55676
23 H 15.56771 -13.43723 5.99169
24 H 14.79148 -15.79039 6.52754
25 H 17.59924 -16.34188 6.70754
26 H 16.24737 -17.43955 7.04047
27 C 18.71823 -13.83981 2.67960
28 O 17.75442 -12.83710 2.94459
29 H 18.63248 -14.68973 3.36808
30 H 18.59961 -14.30723 1.69541
31 H 19.70637 -13.39685 2.76695
32 H 16.88083 -13.25976 2.98881
33 C 12.50385 -13.20363 7.75770
34 O 12.41337 -13.74596 6.44544
35 H 11.58029 -13.44474 8.29748
36 H 13.36588 -13.56741 8.31202
37 H 12.48893 -12.12070 7.63154
38 H 12.52974 -14.70608 6.50350
39 C 16.16846 -19.30949 3.06178
40 O 16.09468 -19.30761 4.47229
41 H 16.04311 -18.30229 2.65084
42 H 17.10034 -19.70253 2.64246
43 H 15.36529 -19.95686 2.71607
44 H 16.87596 -18.89582 4.87227
45 C 14.51908 -15.02306 3.29122
46 O 15.13811 -13.72731 3.15470
47 H 15.26040 -15.78398 3.03622
48 H 14.22402 -15.17345 4.32894
49 H 13.66289 -15.10527 2.62592
50 H 14.59112 -13.28084 2.50250
51 C 20.40054 -18.32140 8.25065
52 O 19.95002 -17.20425 7.48369
53 H 19.87247 -18.36979 9.20288
54 H 20.18756 -19.22601 7.68313
55 H 21.48020 -18.27859 8.40112
56 H 19.89705 -16.40811 8.01776
57 C 18.40111 -10.88684 5.93407
58 O 19.17518 -11.81822 5.16902
59 H 17.54385 -11.44622 6.32309
60 H 18.97155 -10.39868 6.71724
61 H 18.00171 -10.12347 5.25929
62 H 18.68185 -11.96790 4.34792
63 C 19.34748 -17.81739 4.11706
64 O 18.60723 -18.27766 5.25854
65 H 18.70244 -17.90172 3.24662
66 H 19.58062 -16.75701 4.25116
67 H 20.28211 -18.36976 4.02424
68 H 19.12813 -17.98289 6.02273
69 C 17.63109 -17.55490 11.91402
70 O 18.61798 -17.87499 12.89822
71 H 18.12799 -17.31906 10.97818
72 H 16.96357 -18.41193 11.78768
73 H 17.09336 -16.67374 12.26667
74 H 18.18306 -18.08434 13.72683
75 C 16.16426 -11.53977 9.37440
76 O 16.09629 -10.94335 10.64340
77 H 15.77202 -12.55418 9.34658
78 H 15.58435 -10.93924 8.66366
79 H 17.18843 -11.65926 8.99914
80 H 16.60308 -10.12972 10.65529
81 C 14.43271 -11.14234 5.32289
82 O 13.86629 -9.86678 5.00566
83 H 14.46087 -11.34613 6.40056
84 H 13.70584 -11.88064 4.96938
85 H 15.42556 -11.29717 4.91380
86 H 12.99284 -9.87898 5.40639

=====

3.
Density functional theory data (ωB97M-V/def2-TZVPD) for 10 unconnected molecules or ions with the total composition C18H54BF4O9 in a non-equilibrium geometry.

Results
Electronic energy (a.u.): -1819.4997
ΔE to the lowest compared entry with this formula, charge and spin (eV): 12.614
Net charge: -1

Geometry (Å):
1 B 0.37026 -0.58523 -0.01966
2 F 1.17046 -1.21702 0.93014
3 F 0.18919 0.74476 0.14182
4 F 0.93388 -0.75494 -1.33055
5 F -0.88371 -1.32508 -0.03178
6 C -0.40343 4.81695 -0.69821
7 C -0.32757 3.99101 0.61614
8 O -0.21992 4.81123 1.68383
9 H 0.60478 5.11504 -1.05082
10 H -0.93422 5.73069 -0.55059
11 H -0.62354 4.16172 -1.41407
12 H 0.31158 3.13082 0.78881
13 H -1.19474 3.66514 0.94841
14 H -0.39745 4.30598 2.50416
15 C -1.98499 0.69448 4.64408
16 C -1.06348 0.13679 3.56016
17 O -0.81478 1.21570 2.57546
18 H -1.44481 1.31211 5.54157
19 H -2.38430 0.05526 5.34278
20 H -2.83302 1.34052 4.22588
21 H -1.72459 -0.50631 2.91077
22 H -0.03632 -0.16606 3.75393
23 H -0.22720 1.01221 1.95205
24 C -3.98595 2.63191 -0.56866
25 C -3.33339 1.52886 0.16612
26 O -3.47765 1.69284 1.58234
27 H -5.12061 2.53493 -0.44457
28 H -3.85862 2.41910 -1.58569
29 H -3.51904 3.57654 -0.29078
30 H -2.23726 1.40592 -0.33383
31 H -3.87505 0.79131 0.06383
32 H -2.60034 1.35808 1.75935
33 C -0.05335 -4.43254 1.51229
34 C 1.50528 -4.56239 1.44430
35 O 1.91200 -4.08150 0.24403
36 H -0.06292 -3.40218 1.03674
37 H -0.54061 -4.48440 2.39099
38 H -0.49608 -5.25358 0.82960
39 H 1.68515 -5.52752 1.58106
40 H 2.33002 -3.97693 2.01826
41 H 1.82074 -3.17461 0.20230
42 C 2.22198 2.40280 -4.99235
43 C 2.23174 1.74841 -3.50129
44 O 1.79251 0.36206 -3.78119
45 H 2.70387 3.14011 -4.86725
46 H 1.29163 2.35890 -5.31971
47 H 2.65032 1.88057 -5.67095
48 H 1.63295 2.45683 -2.74467
49 H 3.23421 1.84479 -3.20646
50 H 1.72052 0.05688 -2.97542
51 C -3.26674 -4.57814 -2.45912
52 C -1.86311 -4.57551 -1.75995
53 O -1.47494 -5.92227 -1.66887
54 H -4.05984 -5.22356 -1.75064
55 H -3.24368 -5.01004 -3.44233
56 H -3.58756 -3.55924 -2.52144
57 H -1.92773 -3.95375 -0.98773
58 H -1.31564 -4.01389 -2.40934
59 H -0.54933 -6.03163 -1.47474
60 C -2.66309 -1.22602 -4.35876
61 C -1.92771 -0.85453 -3.02899
62 O -2.72248 -0.96968 -1.93958
63 H -3.00587 -2.12430 -4.38984
64 H -2.27578 -0.85442 -5.21562
65 H -3.59279 -0.45987 -4.24063
66 H -1.41367 0.20588 -2.92501
67 H -1.01252 -1.42768 -2.92682
68 H -2.14261 -1.00452 -1.15254
69 C 2.83524 -1.37473 4.50192
70 C 3.45667 -0.25735 3.56923
71 O 2.35432 0.27152 2.98827
72 H 3.54598 -1.62740 5.17320
73 H 2.27724 -2.08465 3.93119
74 H 1.92492 -1.04828 5.11178
75 H 3.98167 -0.82574 2.84992
76 H 3.88123 0.46544 4.38146
77 H 2.21679 -0.33016 2.24725
78 C 4.48925 1.63438 -0.01276
79 C 3.25546 2.46559 0.41392
80 O 3.28897 3.68920 -0.22818
81 H 5.25769 2.24554 0.38067
82 H 4.65681 1.47821 -1.06635
83 H 4.27592 0.91911 0.77440
84 H 3.48399 2.60995 1.50388
85 H 2.36485 2.02912 0.25766
86 H 2.84397 4.34246 0.30184

=====

4.
Density functional theory data (ωB97M-V/def2-TZVPD) for 9 unconnected molecules or ions with the total composition C18H54ClNO11 in a non-equilibrium geometry.

Results
Electronic energy (a.u.): -2060.3753
ΔE to the lowest compared entry with this formula, charge and spin (eV): 1.750

Geometry (Å):
1 N -2.30104 -3.05763 3.65536
2 H -1.89489 -3.44146 2.81404
3 H -3.30563 -3.12894 3.57905
4 H -2.04908 -2.08565 3.76435
5 H -2.06279 -3.52996 4.51573
6 Cl 0.65121 -0.47672 0.80488
7 O -0.22847 -1.19057 1.69691
8 O 1.91699 -0.85210 1.31940
9 O 0.50749 -0.80138 -0.59362
10 O 0.51872 0.95323 0.98908
11 O 3.45279 -3.14622 2.54766
12 H 3.66595 -2.22937 2.72138
13 H 2.50602 -3.14996 2.40679
14 C 4.77603 -2.46906 -1.77784
15 C 3.62638 -2.40530 -2.73280
16 C 2.64876 -3.54358 -2.35133
17 O 3.06194 -1.18041 -2.41823
18 H 4.63587 -2.10892 -0.75864
19 H 5.60139 -1.94303 -2.25761
20 H 5.15301 -3.49119 -1.74279
21 H 3.83293 -2.40321 -3.80305
22 H 3.19312 -4.42515 -2.68988
23 H 1.74917 -3.39987 -2.94982
24 H 2.44803 -3.69509 -1.29074
25 H 2.51628 -1.33782 -1.64423
26 C 0.15703 4.56319 -0.03602
27 C 1.61279 4.69619 0.44117
28 C 2.61194 3.94787 -0.32612
29 O 1.80798 6.09530 0.55215
30 H -0.00347 4.90558 -1.05833
31 H -0.57831 5.13051 0.53452
32 H -0.28328 3.56623 -0.01864
33 H 1.73417 4.25631 1.43106
34 H 3.63563 4.06751 0.02864
35 H 2.54596 4.20992 -1.38209
36 H 2.41288 2.87669 -0.29357
37 H 2.45503 6.43602 -0.06981
38 C 0.74849 1.69746 -3.61522
39 C 0.12130 0.38542 -4.13686
40 C -1.39357 0.14343 -3.87623
41 O 0.07987 0.29025 -5.55469
42 H 0.38831 2.61463 -4.08124
43 H 1.77290 1.68718 -3.98748
44 H 0.77360 1.90661 -2.54577
45 H 0.72768 -0.48642 -3.89132
46 H -1.37468 -0.16649 -2.83139
47 H -1.80771 -0.64845 -4.50033
48 H -2.01028 1.04176 -3.90404
49 H -0.62278 0.80693 -5.95584
50 C 1.32958 3.10361 4.24365
51 C 0.95357 1.84249 5.00533
52 C 0.36956 2.09701 6.38954
53 O -0.05666 1.37692 4.18184
54 H 2.22983 3.55969 4.65553
55 H 0.46360 3.76548 4.23308
56 H 1.37432 2.85507 3.18331
57 H 1.79942 1.15503 5.01071
58 H 1.16727 2.40171 7.06696
59 H 0.04613 1.17177 6.86644
60 H -0.45707 2.80014 6.28759
61 H 0.12112 1.54801 3.25409
62 C -1.06191 -3.47206 -3.13771
63 C -2.28472 -3.14632 -2.17602
64 C -2.93922 -4.41748 -1.81207
65 O -1.83013 -2.47762 -0.96359
66 H -0.40411 -2.61334 -3.27184
67 H -1.40403 -3.70018 -4.14717
68 H -0.39334 -4.22585 -2.72187
69 H -2.90483 -2.34443 -2.57671
70 H -2.50046 -4.96273 -0.97644
71 H -2.93563 -5.00214 -2.73200
72 H -3.96762 -4.15719 -1.56158
73 H -1.08600 -1.91432 -1.18845
74 C -4.84305 1.07121 1.72868
75 C -4.04232 0.21104 0.80529
76 C -2.98222 1.15126 0.19044
77 O -3.30128 -0.71511 1.53750
78 H -5.74962 0.51222 1.96055
79 H -5.11774 2.00005 1.22878
80 H -4.39698 1.17734 2.71755
81 H -4.57714 -0.24937 -0.02543
82 H -2.42614 1.67671 0.96683
83 H -3.44538 1.99716 -0.31755
84 H -2.33340 0.72261 -0.57337
85 H -2.54539 -0.28294 1.94180

=====

5.
Density functional theory data (ωB97M-V/def2-TZVPD) for 9 unconnected molecules or ions with the total composition C18H54O9S9 in a non-equilibrium geometry.

Results
Electronic energy (a.u.): -4978.7408
ΔE to the lowest compared entry with this formula, charge and spin (eV): 0.461

Geometry (Å):
1 C 1.81932 4.26941 0.95004
2 S 1.86230 5.91627 1.74784
3 O 2.79783 5.86742 2.91836
4 C 2.85608 6.70222 0.44484
5 H 1.35657 3.53551 1.59741
6 H 2.84029 4.06577 0.63369
7 H 1.22336 4.38253 0.04267
8 H 2.27279 7.01307 -0.42439
9 H 3.61717 6.00880 0.08117
10 H 3.38568 7.56577 0.84024
11 C 0.25791 -3.38197 -3.42207
12 S 1.37268 -3.11461 -4.79899
13 O 2.18510 -1.90610 -4.41711
14 C 2.47048 -4.55561 -4.48278
15 H -0.27389 -4.32380 -3.56083
16 H -0.42761 -2.54011 -3.38378
17 H 0.85375 -3.47134 -2.51138
18 H 2.91488 -4.47764 -3.49577
19 H 3.20868 -4.66365 -5.27123
20 H 1.80141 -5.42173 -4.49606
21 C -2.08096 5.35764 3.64524
22 S -3.01419 3.89672 3.15928
23 O -2.61218 2.71702 3.99251
24 C -4.64816 4.45633 3.71313
25 H -1.02642 5.18481 3.41545
26 H -2.13744 5.58474 4.70946
27 H -2.33957 6.19728 2.99911
28 H -4.82261 5.43160 3.26462
29 H -4.63842 4.41053 4.80149
30 H -5.39417 3.75975 3.33667
31 C 0.13612 -2.35505 5.67855
32 S 0.34256 -3.62818 4.40789
33 O -0.47003 -4.79606 4.90312
34 C -0.63623 -2.74500 3.15609
35 H -0.93103 -2.14308 5.76118
36 H 0.65348 -1.47726 5.28857
37 H 0.46942 -2.66132 6.66469
38 H -1.70486 -2.77648 3.38594
39 H -0.41580 -3.13468 2.16470
40 H -0.46864 -1.66258 3.17932
41 C -1.86395 0.63061 1.17021
42 S -1.16358 1.16208 -0.41554
43 O -0.22745 2.26876 -0.02445
44 C -0.20490 -0.33112 -0.68871
45 H -2.37089 -0.33619 1.12009
46 H -2.59938 1.35256 1.51862
47 H -1.03357 0.56029 1.87168
48 H -0.68256 -1.14995 -1.22458
49 H 0.14651 -0.70182 0.27461
50 H 0.64971 -0.01844 -1.29408
51 C -3.03245 -4.67016 -1.92812
52 S -2.73012 -4.18506 -0.19881
53 O -1.48192 -3.35310 -0.25827
54 C -4.10699 -3.01059 0.03736
55 H -2.19831 -5.30122 -2.22000
56 H -3.20051 -3.81241 -2.57601
57 H -3.93406 -5.28800 -1.99734
58 H -4.99628 -3.63004 0.14986
59 H -4.17511 -2.27715 -0.76327
60 H -3.87923 -2.48693 0.96386
61 C 5.96803 0.16115 -0.71819
62 S 4.94592 1.16569 -1.79583
63 O 5.76889 1.31239 -3.05423
64 C 3.74132 -0.14660 -2.17768
65 H 5.52257 -0.00903 0.26401
66 H 6.91185 0.68959 -0.58091
67 H 6.20717 -0.80868 -1.15564
68 H 2.82322 0.27863 -2.59526
69 H 3.38421 -0.65365 -1.27915
70 H 4.11934 -0.79617 -2.96353
71 C 2.37764 -3.27317 0.89428
72 S 1.61936 -4.68523 0.06548
73 O 2.32380 -4.94648 -1.22140
74 C 2.24052 -6.00575 1.16952
75 H 3.45479 -3.40716 1.01425
76 H 1.92761 -3.15419 1.87777
77 H 2.20375 -2.38035 0.29529
78 H 1.74399 -5.97337 2.14408
79 H 3.30906 -5.87264 1.30720
80 H 1.87206 -6.91375 0.70014
81 C -3.89990 4.51527 -4.77846
82 S -2.74837 5.25059 -3.60783
83 O -3.58110 6.07966 -2.68458
84 C -2.35747 3.70813 -2.69761
85 H -4.45344 5.30896 -5.27539
86 H -4.63317 3.91198 -4.23387
87 H -3.43699 3.86495 -5.52028
88 H -1.38339 3.75548 -2.21750
89 H -2.41169 2.86202 -3.38067
90 H -3.13017 3.65271 -1.92997

=====

Q: electronic energy of number 3 (C18H54BF4O9)?
A: -1819.4997 a.u.

=====

Q: Which formula does entry 4 have?
A: C18H54ClNO11

=====

Q: The highest electronic energy belongs to which entry?
A: C18H52NO8